The following is a DFT calculation (ωB97M-V with the def2-TZVPD basis set) of C29H32AuOP2 as an isolated structure.

ORCA input file:
```
! RIJCOSX wB97M-V def2-TZVPD def2/J DEFGRID3
* xyz 1 1
Au 1.04 0.07 0.66
C -1.20 0.12 -2.45
C -0.60 -1.24 -2.02
P -1.31 -1.90 -0.43
C -1.89 -3.56 -0.95
C -2.72 -3.65 -2.07
C -3.27 -4.87 -2.44
C -3.01 -6.01 -1.69
C -2.20 -5.92 -0.57
C -1.64 -4.71 -0.20
C 0.20 -2.39 0.51
C 1.29 -3.06 -0.07
C 2.33 -3.53 0.71
C 2.31 -3.34 2.10
C 1.26 -2.65 2.69
C 0.21 -2.18 1.90
C -0.29 1.33 -2.20
P -0.05 1.74 -0.44
C 0.91 3.27 -0.42
C 0.71 4.21 0.59
C 1.51 5.34 0.66
C 2.52 5.54 -0.28
C 2.72 4.61 -1.28
C 1.93 3.48 -1.36
C -1.69 2.18 0.18
C -2.28 1.45 1.21
C -3.55 1.78 1.65
C -4.24 2.82 1.06
C -3.66 3.56 0.03
C -2.39 3.24 -0.41
H -2.17 0.28 -1.98
H -1.39 0.09 -3.53
H 0.48 -1.15 -1.91
H -0.77 -1.98 -2.80
H -2.95 -2.77 -2.66
H -3.91 -4.92 -3.31
H -3.44 -6.96 -1.98
H -1.99 -6.81 0.01
H -1.01 -4.66 0.68
H 1.29 -3.24 -1.14
H 3.14 -4.08 0.25
H 3.11 -3.75 2.71
H 1.24 -2.50 3.76
H -0.64 -1.70 2.37
H -0.71 2.21 -2.69
H 0.69 1.15 -2.64
H -0.07 4.06 1.32
H 1.35 6.06 1.45
H 3.14 6.43 -0.22
H 3.50 4.76 -2.02
H 2.12 2.76 -2.15
H -1.74 0.62 1.65
H -4.01 1.21 2.45
H -5.24 3.08 1.41
H -4.20 4.38 -0.42
H -1.93 3.82 -1.20
C 3.56 1.89 1.98
C 3.94 0.45 2.20
O 3.20 -0.38 1.28
H 4.15 2.54 2.63
H 2.51 2.06 2.20
H 3.75 2.19 0.94
H 3.71 0.14 3.22
H 5.01 0.29 2.02
H 3.34 -1.31 1.49
*
```

The calculation puts the total energy at -54905.1630 eV. Its lowest unoccupied orbital energy is -2.37 eV. The value obtained for the frontier orbital gap is 8.422 eV. The calculation puts the HOMO energy at -10.79 eV. The value obtained for the energy above the lowest of the compared OMol25 structures with the same formula, charge and spin is 0.53 kcal/mol.

Löwdin charges, unit e, in atom order: 0.74, -0.30, -0.37, 1.05, -0.39, -0.11, -0.08, -0.08, -0.07, -0.09, -0.49, -0.09, -0.07, -0.09, -0.08, -0.17, -0.33, 0.90, -0.38, -0.09, -0.06, -0.07, -0.07, -0.09, -0.39, -0.11, -0.06, -0.06, -0.06, -0.09, 0.09, 0.11, 0.06, 0.08, 0.10, 0.11, 0.11, 0.11, 0.10, 0.12, 0.12, 0.12, 0.12, 0.10, 0.10, 0.08, 0.11, 0.11, 0.11, 0.11, 0.10, 0.06, 0.11, 0.11, 0.11, 0.11, -0.09, -0.26, -0.20, 0.09, 0.06, 0.08, 0.12, 0.12, 0.06